Here is a molecular structure, C38H46BrCl3NO7SSiSn in a non-equilibrium geometry from the Open Molecules 2025 dataset. Energies are from ωB97M-V/def2-TZVPD.

Values from the calculation:
2S+1: 1
E_LUMO in eV: -3.149
E_HOMO in eV: -10.756
Charge: +1

Structure (XYZ):
```
99
Properties=species:S:1:pos:R:3:lowdin_charge:R:1
Sn 2.6808 1.4342 23.4794 1.457
O 1.1359 -0.9663 21.0399 -0.028
C 0.6735 -2.1423 20.4198 -0.332
C -0.0665 -2.8596 21.6408 -0.357
O -1.2079 -3.2754 21.6288 0.122
O 0.7666 -2.9627 22.7497 -0.069
C 1.7663 -3.0864 20.0537 -0.133
C 3.0540 -2.8567 20.5999 -0.036
C 4.1355 -3.5303 20.0825 -0.084
C 3.9562 -4.5856 19.1752 -0.088
C 2.6910 -4.8950 18.7434 -0.095
C 1.5830 -4.2272 19.2269 -0.041
C -0.3873 -1.7580 19.3499 -0.101
C -1.4178 -0.8783 19.7850 -0.025
C -2.4668 -0.6006 18.9289 -0.089
C -2.6026 -1.2414 17.7134 -0.057
C -1.5053 -2.0402 17.2683 -0.075
C -0.3707 -2.1757 17.9971 -0.042
H 1.3966 -0.2339 20.4392 0.124
H 3.1203 -2.3044 21.5321 0.111
H 5.1736 -3.2637 20.4192 0.106
H 4.7652 -5.2465 18.8182 0.115
H 2.5273 -5.6813 17.9837 0.122
H 0.5829 -4.5763 18.9160 0.135
H -1.3564 -0.5203 20.7915 0.106
H -3.1489 0.1513 19.3098 0.103
H -3.5187 -1.2158 17.1093 0.112
H -1.6222 -2.4395 16.2768 0.102
H 0.5350 -2.6400 17.5814 0.117
O 8.5687 -1.7853 22.8559 0.080
C 7.4994 -0.9212 22.7318 -0.246
C 6.7629 -0.6420 21.5360 -0.007
C 5.5637 0.0064 21.6184 -0.090
N 5.2075 0.7267 22.7818 -0.085
C 6.0906 0.7777 23.7723 -0.689
Br 5.8551 1.9893 25.2986 0.708
C 7.1884 -0.1329 23.8633 -0.026
H 8.7914 -2.2284 22.0226 0.125
H 7.0533 -1.0379 20.5633 0.123
H 4.8620 0.1159 20.7585 0.133
H 7.6690 -0.2923 24.8294 0.117
C 2.0704 -3.4481 25.2125 -0.127
Si 0.6563 -3.9664 24.0981 0.676
C 0.8916 -5.8692 23.6750 -0.532
C 2.4203 -6.2247 23.4764 -0.093
C 0.1907 -6.1481 22.2934 -0.078
C 0.2909 -6.8047 24.7460 -0.091
C -1.0636 -3.6758 25.0429 -0.552
C -1.5128 -2.2242 24.8202 -0.100
C -0.7804 -3.9338 26.5395 -0.097
C -2.2444 -4.5615 24.5640 -0.059
H 2.0749 -4.0783 26.0582 0.025
H 1.9900 -2.4265 25.5638 0.034
H 3.0091 -3.5490 24.7308 0.018
H 3.0377 -5.4454 22.9824 0.072
H 2.5493 -7.1388 22.8833 0.085
H 2.8633 -6.3378 24.4302 0.053
H 0.8695 -6.0156 21.3984 0.090
H -0.7881 -5.6122 22.2832 0.067
H -0.0477 -7.2088 22.3537 0.072
H 0.1086 -6.4119 25.7276 0.045
H 0.8674 -7.7321 24.8577 0.090
H -0.6470 -7.2217 24.3700 0.072
H -0.7760 -1.4928 25.1262 0.066
H -2.3923 -2.0293 25.4424 0.089
H -1.6863 -1.9618 23.8013 0.054
H -0.0684 -3.2263 27.0003 0.083
H -0.3681 -4.9198 26.7268 0.052
H -1.7100 -3.9420 27.0919 0.081
H -2.3701 -4.4913 23.4694 0.077
H -3.0369 -4.2715 25.1513 0.053
H -1.9198 -5.6006 24.6992 0.062
Cl 2.3945 5.7811 20.8357 0.567
C 3.2511 4.1749 20.5184 -1.481
Cl 4.9437 4.5534 20.5767 0.655
Cl 2.8748 3.6277 18.8873 0.645
C 2.8740 3.1486 21.5957 -0.834
O 2.4823 2.0198 21.2409 -0.114
O 2.9729 3.5467 22.7949 -0.165
C -6.1678 1.8180 24.9120 -0.043
C -4.6941 2.1392 24.8441 -0.250
C -3.8591 1.4710 23.9321 0.010
C -2.4562 1.7192 23.9542 -0.061
C -1.8956 2.5170 24.9154 -0.419
C -2.7466 3.1238 25.8720 -0.072
C -4.1049 2.9687 25.8016 -0.040
S -0.1314 2.7159 24.9356 1.001
C -0.2100 4.4395 24.3534 -0.189
O 0.5016 1.9723 23.7205 -0.724
H -6.8142 2.7027 24.9312 0.086
H -6.3831 1.2080 25.8154 0.101
H -6.4842 1.2521 24.0325 0.078
H -4.3115 0.9563 23.1278 0.102
H -1.8547 1.3763 23.1426 0.095
H -2.3919 3.8243 26.6318 0.118
H -4.7591 3.4830 26.5133 0.131
H -0.9130 4.4868 23.4745 0.103
H 0.7768 4.7195 24.0760 0.031
H -0.6728 4.9873 25.1738 0.061
```

=====

Here is a molecular structure, C38H46CaN4OPS2Si2 in a non-equilibrium geometry from the Open Molecules 2025 dataset. Energies are from ωB97M-V/def2-TZVPD.

Values from the calculation:
2S+1: 1
E_LUMO in eV: 2.389
E_HOMO in eV: -4.416
Charge: -1

Structure (XYZ):
```
95
Properties=species:S:1:pos:R:3:lowdin_charge:R:1
Ca -0.7670 0.1503 -1.3797 0.878
C -1.5184 -5.0728 0.0648 -0.187
Si -1.3870 -3.1677 0.0532 0.450
C -2.9544 -2.5471 -0.8102 -0.186
C -1.6244 -2.6614 1.8703 -0.173
C 0.2635 -2.7197 -0.6918 -0.331
C 0.2872 -2.5417 -2.1162 -0.415
C 1.1378 -3.2533 -3.0121 -0.046
C 1.0250 -3.0936 -4.3685 -0.083
C 0.0913 -2.1866 -4.8935 -0.090
C -0.6484 -1.4648 -3.9878 -0.162
N -0.5537 -1.6147 -2.6626 -0.126
Si 1.7500 -3.4660 0.1154 0.463
C 1.5488 -3.5239 2.0078 -0.195
C 3.3016 -2.4224 -0.2652 -0.175
C 2.2899 -5.2688 -0.2359 -0.186
H -2.4570 -5.4328 0.4951 0.021
H -0.6969 -5.4975 0.6500 0.003
H -1.4363 -5.4700 -0.9509 0.029
H -3.8066 -3.1643 -0.5168 0.032
H -2.8766 -2.5876 -1.8952 0.021
H -3.1878 -1.5165 -0.5299 -0.018
H -2.6717 -2.8125 2.1452 0.032
H -1.3778 -1.6123 2.0611 0.005
H -1.0160 -3.2774 2.5353 0.011
H 1.8354 -3.9741 -2.6074 0.080
H 1.6448 -3.6791 -5.0379 0.103
H -0.0366 -2.0452 -5.9567 0.094
H -1.3638 -0.7195 -4.3284 0.118
H 1.0196 -2.6713 2.4373 -0.018
H 2.5293 -3.6000 2.4855 0.034
H 0.9853 -4.4207 2.2815 0.030
H 3.0381 -1.3680 -0.3739 -0.001
H 3.7644 -2.7416 -1.2024 0.021
H 4.0622 -2.5075 0.5159 0.028
H 1.4339 -5.9474 -0.1840 0.014
H 3.0162 -5.5938 0.5132 0.024
H 2.7520 -5.4026 -1.2170 0.012
N 1.3981 -0.1922 1.8475 0.140
C 0.6573 -0.0022 2.9963 -0.363
C 1.0921 -0.6029 4.1828 -0.048
C 0.4408 -0.3734 5.3782 -0.093
C -0.6688 0.4569 5.4195 -0.101
C -1.1130 1.0556 4.2518 -0.084
C -0.4680 0.8568 3.0331 -0.317
P -1.1047 1.5922 1.4699 1.077
C -2.5277 2.5767 2.0739 -0.385
C -2.3446 3.7752 2.7627 -0.097
C -3.4382 4.4977 3.2099 -0.083
C -4.7254 4.0307 2.9768 -0.090
C -4.9136 2.8405 2.2923 -0.076
C -3.8196 2.1173 1.8387 -0.113
C 0.1016 2.9500 1.1815 -0.390
C -0.2301 3.9021 0.2154 -0.134
C 0.6409 4.9380 -0.0776 -0.079
C 1.8666 5.0203 0.5683 -0.093
C 2.2087 4.0737 1.5226 -0.094
C 1.3275 3.0479 1.8362 -0.101
H 0.9418 -0.0193 0.9739 0.032
H 1.9676 -1.0232 1.8170 0.061
H 1.9563 -1.2574 4.1505 0.108
H 0.7923 -0.8485 6.2856 0.100
H -1.1889 0.6362 6.3515 0.095
H -1.9926 1.6833 4.2900 0.094
H -1.3424 4.1411 2.9478 0.112
H -3.2860 5.4318 3.7367 0.100
H -5.5786 4.6012 3.3219 0.098
H -5.9161 2.4816 2.0972 0.104
H -3.9691 1.2051 1.2762 0.069
H -1.1791 3.8296 -0.3023 0.098
H 0.3712 5.6693 -0.8285 0.108
H 2.5548 5.8213 0.3273 0.098
H 3.1694 4.1246 2.0210 0.099
H 1.5907 2.3372 2.6077 0.094
S -3.2213 1.2275 -1.4989 0.478
C -2.9813 2.2394 -2.8969 -0.783
C -4.1930 2.6251 -3.5444 -0.323
N -5.1964 2.8976 -4.0421 0.138
C -1.7900 2.6770 -3.4050 -0.769
S -0.1863 2.3244 -2.8071 0.541
C -1.7963 3.5293 -4.5482 -0.324
N -1.7509 4.2262 -5.4656 0.136
C 3.2759 2.1561 -2.5038 -0.171
C 3.6061 1.0206 -3.4845 -0.138
C 2.7751 -0.1690 -2.9646 -0.182
O 2.1107 0.2745 -1.7790 -0.253
C 2.8320 1.3912 -1.2654 -0.213
H 2.4346 2.7391 -2.8760 0.050
H 4.1196 2.8197 -2.3162 0.110
H 4.6691 0.7768 -3.4581 0.104
H 3.3353 1.2788 -4.5067 0.109
H 3.4154 -1.0228 -2.7252 0.103
H 2.0085 -0.4945 -3.6665 0.103
H 3.6983 1.0395 -0.6863 0.126
H 2.1679 1.9643 -0.6202 0.097
```

=====

Here is a molecular structure, C38H46ClF5IrOP4S in a non-equilibrium geometry from the Open Molecules 2025 dataset. Energies are from ωB97M-V/def2-TZVPD.

Values from the calculation:
2S+1: 6
E_LUMO (alpha / beta) in eV: -4.221 / -8.494
E_HOMO (alpha / beta) in eV: -9.210 / -13.208
Charge: +2

Structure (XYZ):
```
97
Properties=species:S:1:pos:R:3:mulliken_spin:R:1
P -1.4363 -0.8705 -5.5231 0.021
C -3.1795 -0.9498 -6.1082 -0.006
C -3.5834 -0.2009 -7.2323 -0.001
H -2.8995 0.5276 -7.6728 0.001
C -4.8205 -0.4243 -7.8392 -0.004
H -5.0856 0.1556 -8.7200 0.000
C -5.6885 -1.3945 -7.3429 0.008
H -6.6496 -1.5677 -7.8271 0.001
C -5.2915 -2.1493 -6.2373 0.006
H -5.9502 -2.9282 -5.8659 0.000
C -4.0544 -1.9404 -5.6218 0.026
H -3.7445 -2.5672 -4.7831 0.009
C -0.7930 0.5746 -6.3925 0.006
C -1.1300 1.8419 -5.8947 0.011
H -1.6504 1.9249 -4.9363 0.002
C -0.8543 2.9755 -6.6622 0.016
H -1.1303 3.9565 -6.2743 0.000
C -0.2509 2.8425 -7.9173 0.002
H -0.0308 3.7269 -8.5140 0.000
C 0.0566 1.5764 -8.4271 0.000
H 0.5009 1.4517 -9.4170 0.000
C -0.2251 0.4397 -7.6715 0.000
H -0.0490 -0.5598 -8.0771 0.003
C -0.7362 -2.2699 -6.4632 0.058
C -1.3974 -2.7859 -7.6006 -0.002
H -2.4168 -2.4662 -7.8313 0.003
C -0.7451 -3.6658 -8.4635 0.005
H -1.2743 -4.0303 -9.3423 0.001
C 0.5717 -4.0486 -8.2073 0.000
H 1.0825 -4.7192 -8.8955 0.000
C 1.2238 -3.5537 -7.0756 0.008
H 2.2554 -3.8331 -6.8823 0.001
C 0.5798 -2.6798 -6.1954 -0.018
H 1.0912 -2.2965 -5.3078 -0.006
Ir -0.0818 -0.0693 0.0693 1.394
C 1.5233 0.8620 -0.5731 0.297
C 1.9198 1.1094 -1.8442 -0.030
H 2.1563 1.2132 0.2715 0.037
C 1.0134 0.7501 -3.0568 0.137
O 1.8965 0.0798 -3.9846 0.082
H 1.3868 -0.2829 -4.7332 -0.018
C -0.2418 -0.0525 -3.0062 0.773
H 0.6886 1.7503 -3.4276 0.049
C -1.1435 -0.6429 -3.7721 0.621
Cl -2.0294 -1.3596 -0.2893 0.222
P 1.1405 -2.0955 0.0614 -0.005
P -1.2707 1.9309 0.1394 -0.003
C 0.5519 -3.1894 1.3706 0.020
H -0.5351 -3.2925 1.2830 -0.001
H 0.8050 -2.7715 2.3528 -0.007
H 1.0398 -4.1621 1.2424 0.001
C 0.9646 -2.9003 -1.5362 0.049
H 1.4193 -2.2774 -2.3146 -0.034
H -0.1023 -3.0207 -1.7515 -0.001
H 1.4713 -3.8720 -1.4935 0.000
C 2.9219 -1.8750 0.3327 0.028
H 3.1092 -1.3689 1.2879 -0.005
H 3.3645 -1.2947 -0.4876 -0.008
H 3.3765 -2.8735 0.3575 0.002
C -2.1344 2.1656 1.7173 0.006
H -1.4253 2.4595 2.5029 0.001
H -2.6282 1.2272 1.9978 0.000
H -2.8828 2.9568 1.5790 0.001
C -0.2812 3.4388 -0.0611 0.007
H 0.2585 3.4229 -1.0152 0.002
H 0.4419 3.5188 0.7591 0.003
H -0.9440 4.3129 -0.0371 0.001
C -2.5478 1.9532 -1.1310 0.059
H -3.2231 1.1090 -0.9647 0.003
H -2.0903 1.8455 -2.1186 -0.039
H -3.0949 2.9001 -1.0641 0.003
P 3.5761 1.9085 -2.0901 0.005
C 4.3057 2.6719 -0.6202 0.004
C 3.4371 3.2014 -3.3296 0.009
H 4.4721 1.9252 0.1627 -0.003
H 3.6582 3.4606 -0.2229 0.001
H 5.2764 3.1228 -0.8722 0.000
H 2.9411 2.7955 -4.2175 -0.003
H 4.4361 3.5712 -3.6001 0.001
H 2.8460 4.0341 -2.9277 -0.002
C 4.7456 0.6588 -2.6328 0.001
H 5.0369 0.0283 -1.7844 0.000
H 5.6387 1.1400 -3.0528 0.000
H 4.2500 0.0466 -3.3929 0.001
H -2.0429 -1.0083 -3.2504 0.072
F -2.5496 0.6575 7.1700 0.009
C -1.8202 0.5350 6.0435 0.085
C -0.9046 1.5197 5.6721 -0.021
F -0.7804 2.6146 6.4465 -0.001
C -0.1549 1.3869 4.5110 0.031
F 0.6952 2.3828 4.1478 0.006
C -0.3154 0.2662 3.6618 0.132
S 0.6285 0.1024 2.1950 0.835
C -1.1775 -0.7532 4.1068 0.064
F -1.3264 -1.8838 3.3709 0.006
C -1.9303 -0.6174 5.2672 -0.024
F -2.7748 -1.6033 5.6350 -0.002
```